The following is a DFT calculation (ωB97M-V/def2-TZVPD) of a 2-piece molecular cluster, C3H11NS2 overall at a distorted geometry.

Geometry as XYZ:
```
17
C3H11NS2 | the Open Molecules 2025 dataset | ωB97M-V/def2-TZVPD
H -0.95385 -0.68154 1.70045
H -0.93829 -1.84388 -1.89741
H -0.84237 -1.51386 -0.13857
H 0.61981 -1.77614 3.42481
H -2.27328 -0.95635 -1.16693
H 2.28210 -0.16429 -1.42211
H -0.53236 -0.55510 4.24785
N -0.56490 1.28429 2.28948
H -1.23175 1.37326 3.08846
H -1.20339 1.59771 1.31431
C -0.19485 -0.10126 2.14518
H 1.23820 -0.23700 3.90814
S -0.43635 0.55302 -1.29743
C 0.27036 -0.73948 3.52076
C -1.21621 -1.09962 -1.02631
H 0.63753 -0.01117 1.35524
S 1.31110 -0.08924 -2.34497
```

Results
highest occupied orbital energy	-9.103	eV
largest force on an atom	4.67	eV/Å
E_tot	-971.96478	Ha
SMILES string	CCN.CSS
Kohn-Sham gap	9.30	eV
relative energy (zero: lowest compared OMol25 entry of this formula, charge and spin)	33.5	kcal/mol